{
  "formula": "C25H39I2N3O16S",
  "method": "ωB97M-V/def2-TZVPD",
  "lumo_energy_ev": -0.37,
  "total_charge": 0,
  "smiles": "C[C@@H](I)C[C@@H](C#N)[C@@](C#N)(CC(=O)I)N=C=S.COC(=O)OC.COC(=O)OC.COC(=O)OC.COC(=O)OC.COC(=O)OC",
  "molar_mass_g_mol": 923.47,
  "e_tot_ev": -90823.13998,
  "spin_multiplicity": 1,
  "symbols": ["C", "C", "I", "C", "C", "C", "N", "C", "C", "N", "C", "C", "O", "I", "N", "C", "S", "H", "H", "H", "H", "H", "H", "H", "H", "H", "C", "O", "C", "O", "O", "C", "H", "H", "H", "H", "H", "H", "C", "O", "C", "O", "O", "C", "H", "H", "H", "H", "H", "H", "C", "O", "C", "O", "O", "C", "H", "H", "H", "H", "H", "H", "C", "O", "C", "O", "O", "C", "H", "H", "H", "H", "H", "H", "C", "O", "C", "O", "O", "C", "H", "H", "H", "H", "H", "H"],
  "xyz": [[-1.218, 2.216, -2.759], [0.259, 2.012, -3.139], [0.920, 3.698, -4.316], [1.175, 1.961, -1.924], [0.957, 0.699, -1.073], [1.608, -0.460, -1.692], [2.131, -1.375, -2.147], [1.446, 0.863, 0.391], [1.320, -0.453, 1.061], [1.239, -1.481, 1.564], [2.940, 1.237, 0.516], [3.295, 2.678, 0.189], [2.760, 3.642, 0.601], [5.012, 2.874, -1.128], [0.590, 1.848, 1.049], [-0.045, 1.658, 2.065], [-0.817, 1.461, 3.392], [-1.855, 1.579, -3.369], [-1.521, 3.253, -2.875], [-1.379, 1.958, -1.710], [0.397, 1.154, -3.791], [2.226, 2.001, -2.214], [0.991, 2.845, -1.309], [-0.108, 0.457, -1.011], [3.244, 1.086, 1.555], [3.547, 0.563, -0.086], [-1.006, -0.232, 6.921], [-2.302, 0.377, 6.969], [-3.140, -0.184, 7.838], [-2.897, -1.121, 8.552], [-4.299, 0.473, 7.782], [-5.300, -0.029, 8.671], [-0.431, 0.324, 6.186], [-0.507, -0.163, 7.884], [-1.082, -1.273, 6.613], [-4.968, 0.048, 9.704], [-5.537, -1.065, 8.436], [-6.175, 0.595, 8.516], [3.573, 0.359, 5.166], [4.311, 0.717, 6.337], [3.603, 0.664, 7.466], [2.444, 0.353, 7.550], [4.395, 1.012, 8.475], [3.758, 0.996, 9.757], [4.275, 0.445, 4.341], [3.209, -0.664, 5.236], [2.735, 1.039, 5.018], [3.401, -0.004, 9.994], [2.928, 1.700, 9.779], [4.519, 1.297, 10.470], [-1.656, 6.915, -6.910], [-2.985, 7.234, -6.485], [-3.443, 6.460, -5.504], [-2.841, 5.558, -4.981], [-4.678, 6.855, -5.200], [-5.295, 6.103, -4.152], [-1.422, 7.618, -7.703], [-0.953, 7.034, -6.088], [-1.609, 5.896, -7.290], [-4.724, 6.191, -3.230], [-5.383, 5.055, -4.433], [-6.283, 6.534, -4.019], [2.251, -3.044, -4.710], [2.368, -4.276, -5.432], [1.582, -4.360, -6.500], [0.820, -3.512, -6.888], [1.779, -5.547, -7.076], [0.986, -5.771, -8.243], [2.938, -3.110, -3.876], [2.523, -2.204, -5.346], [1.236, -2.918, -4.340], [1.213, -5.032, -9.009], [-0.074, -5.735, -8.000], [1.251, -6.763, -8.597], [-2.144, -7.755, -1.658], [-1.804, -6.490, -2.232], [-1.022, -5.734, -1.461], [-0.610, -6.032, -0.371], [-0.778, -4.595, -2.105], [0.060, -3.677, -1.391], [-2.774, -8.253, -2.389], [-1.249, -8.346, -1.476], [-2.690, -7.619, -0.727], [1.039, -4.113, -1.201], [-0.405, -3.389, -0.449], [0.161, -2.814, -2.034]]
}